106
Properties=species:S:1:pos:R:3:forces:R:3 method="wB97M-V/def2-TZVPD" energy_ev=-284256.247 lumo_energy_ev=-0.16
Ba -0.592 1.245 -0.580 0.2 0.0 0.2
Cl -7.769 -0.470 -0.484 -1.0 -1.0 -0.8
C -6.263 0.280 -0.425 0.1 1.2 0.4
C -6.183 1.406 0.371 -0.1 0.3 0.9
Cl -7.608 2.112 1.050 -0.3 0.1 0.1
C -4.954 1.920 0.803 -0.5 -0.1 0.4
Cl -4.819 3.042 2.128 -0.2 0.3 -0.2
C -3.778 1.412 0.323 0.1 0.5 -0.3
O -2.624 1.956 0.621 0.0 -0.5 -0.1
C -3.871 0.296 -0.584 1.8 0.2 -0.6
O -2.695 -0.134 -0.991 -0.6 0.1 -0.3
C -5.102 -0.223 -0.991 0.7 -0.4 0.5
Cl -5.118 -1.633 -2.005 0.0 0.1 0.0
C -3.356 3.633 -3.237 0.5 -2.1 -0.1
N -2.602 2.581 -3.996 -0.1 0.7 0.3
C -3.204 1.602 -4.763 0.0 -0.4 0.5
C -2.275 0.660 -4.979 0.4 0.1 -0.2
N -1.081 1.074 -4.409 0.1 1.0 0.6
C -1.281 2.308 -3.800 -1.3 -0.8 -0.5
S -0.245 3.313 -2.976 0.8 0.3 0.1
C 0.187 0.408 -4.383 0.2 0.0 0.0
C 0.927 0.264 -5.534 0.3 0.3 -1.6
C 2.261 -0.208 -5.491 -0.4 1.0 -0.4
C 2.760 -0.533 -4.261 -1.7 -0.4 1.0
C 1.869 -0.493 -3.159 0.3 0.6 -0.7
N 0.631 0.027 -3.192 0.8 -0.4 0.1
H -4.310 3.689 -3.729 -0.4 0.4 -0.1
H -2.787 4.539 -3.236 0.1 0.5 0.0
H -3.501 3.220 -2.220 0.1 0.5 -0.3
H -4.259 1.570 -5.004 0.3 0.2 0.1
H -2.327 -0.256 -5.501 -0.1 -0.7 -0.4
H 0.481 0.605 -6.487 0.4 -0.2 0.6
H 2.949 -0.156 -6.352 -0.8 -0.2 0.3
H 3.741 -0.903 -4.098 0.7 -0.2 0.0
H 2.237 -0.851 -2.222 -0.1 -0.1 0.6
Br 1.079 3.901 6.027 0.5 0.3 0.3
C 0.759 4.026 4.191 0.6 -0.4 -1.3
C -0.551 4.017 3.786 0.5 -0.4 -1.6
C -0.774 3.677 2.405 -1.1 0.1 1.3
N 0.155 3.511 1.488 0.6 0.2 0.5
C 1.417 3.760 1.890 0.8 -0.2 0.1
C 1.795 3.943 3.206 -1.7 0.1 0.8
C 2.419 3.890 0.784 -1.0 1.1 -0.3
C 3.107 5.119 0.692 0.0 -0.8 0.0
C 3.687 5.434 -0.516 1.0 1.4 0.2
Br 4.639 7.175 -0.815 -1.0 -1.6 0.4
C 3.621 4.541 -1.549 0.1 0.1 -0.3
C 2.947 3.358 -1.341 -0.6 -0.5 -1.1
N 2.284 3.052 -0.239 0.4 -0.3 0.4
H -1.324 4.191 4.516 -0.4 -0.3 -0.3
H -1.777 3.439 2.066 -0.2 0.1 0.0
H 2.819 4.024 3.481 0.6 0.0 0.2
H 3.115 5.779 1.532 0.0 0.4 0.3
H 3.990 4.786 -2.523 0.3 0.0 -0.3
H 2.803 2.683 -2.197 0.2 0.2 0.4
C 1.578 0.099 3.922 -0.5 0.2 1.3
C 2.554 -0.813 3.314 -0.1 -1.0 -1.5
C 3.944 -0.294 3.511 0.2 -0.3 0.4
O 2.238 -0.820 1.837 1.1 -0.3 0.7
P 2.227 -2.145 0.992 -0.8 -2.0 0.9
O 2.177 -1.968 -0.449 0.6 0.7 -1.2
C 0.751 -3.130 1.506 0.0 2.7 2.1
P -0.769 -2.220 1.086 -1.0 -1.0 0.2
O -0.360 -0.836 0.899 0.5 1.7 -0.4
O -1.900 -2.355 2.172 0.2 -0.4 0.3
C -3.002 -1.364 2.407 0.5 1.1 -0.4
C -4.320 -2.116 2.190 -0.6 0.4 -0.6
C -2.836 -0.800 3.853 0.2 0.3 -1.0
O -1.393 -2.981 -0.134 0.2 -0.4 -0.6
C -0.730 -3.225 -1.421 0.3 0.3 -1.6
C -1.462 -2.385 -2.498 -1.7 -0.2 1.8
C -0.794 -4.741 -1.697 -0.3 1.2 0.8
O 3.381 -3.170 1.490 -0.9 1.3 0.5
C 4.545 -3.617 0.770 -0.1 0.3 -0.2
C 4.122 -4.759 -0.114 -0.4 -1.2 -1.2
C 5.500 -4.127 1.825 0.4 -0.4 -0.5
H 1.679 -0.052 5.015 -0.2 0.5 -0.4
H 0.559 -0.118 3.635 -0.3 -0.1 -0.1
H 1.826 1.124 3.642 -0.2 0.0 0.2
H 2.448 -1.869 3.662 0.1 0.8 -0.1
H 4.072 0.693 3.083 -0.2 0.3 0.1
H 4.640 -0.921 2.996 0.6 -0.6 -0.1
H 4.153 -0.292 4.596 0.1 0.1 -0.5
H 0.816 -3.289 2.591 -0.1 0.0 -0.1
H 0.783 -4.047 1.050 0.2 -2.3 -1.2
H -2.858 -0.505 1.679 -0.2 -1.2 0.7
H -4.377 -2.937 2.936 -0.2 0.6 -0.3
H -4.351 -2.592 1.175 0.1 0.5 0.8
H -5.228 -1.403 2.243 1.5 -1.1 0.2
H -3.451 -1.405 4.525 0.4 0.1 0.3
H -3.221 0.241 3.866 0.1 -0.6 0.0
H -1.750 -0.751 4.130 -1.1 -0.2 -0.1
H 0.343 -2.922 -1.390 -0.7 -0.1 0.4
H -2.470 -2.873 -2.662 1.0 0.5 -0.1
H -0.946 -2.253 -3.428 0.5 -0.2 -0.4
H -1.729 -1.400 -2.043 0.3 -0.7 -0.6
H -1.809 -5.041 -1.962 0.0 -0.1 0.4
H -0.455 -5.160 -0.756 -0.1 -0.8 0.0
H -0.150 -5.048 -2.503 0.4 0.1 -0.3
H 4.943 -2.788 0.171 0.0 -0.1 0.2
H 3.708 -5.555 0.550 -0.2 0.6 -0.6
H 5.025 -5.263 -0.546 -0.7 0.7 0.0
H 3.373 -4.479 -0.952 1.3 -0.4 1.5
H 5.044 -5.018 2.251 -0.1 0.3 0.7
H 5.892 -3.406 2.529 -0.6 0.2 0.4
H 6.396 -4.510 1.366 0.4 -0.2 -0.6

***

96
Properties=species:S:1:pos:R:3:forces:R:3 method="wB97M-V/def2-TZVPD" energy_ev=-185175.554 s2=0.771 multiplicity=2 charge=-2 lumo_energy_ev="3.97 / 3.97"
Hg 0.865 0.380 -0.378 0.2 -0.4 0.4
S -0.199 -1.165 2.289 -0.1 0.1 0.0
C -1.901 -0.764 2.538 -0.1 0.0 0.1
N -2.460 -1.449 3.680 0.1 0.0 -0.2
C -3.905 -1.396 3.738 0.0 0.0 0.0
C -4.360 0.040 3.483 0.1 -0.1 -0.1
N -3.954 0.458 2.158 0.1 0.0 0.0
C -5.005 0.493 1.148 0.1 -0.2 -0.1
C -5.476 -0.860 0.640 0.0 0.0 0.1
C -4.971 -1.395 -0.540 0.0 -0.1 0.1
C -5.363 -2.657 -0.974 0.1 0.1 0.0
C -6.273 -3.399 -0.237 0.0 0.0 0.0
C -6.800 -2.870 0.934 0.0 0.0 0.0
C -6.403 -1.611 1.362 -0.1 0.0 0.0
C -2.624 0.100 1.768 -0.2 0.0 -0.1
S -2.034 0.871 0.301 0.0 -0.3 0.4
C -1.837 -1.117 4.954 -0.1 -0.1 0.0
C -1.836 -2.307 5.885 0.0 0.0 0.0
C -1.197 -3.480 5.484 0.0 -0.1 0.0
C -1.166 -4.583 6.322 0.0 0.0 -0.1
C -1.780 -4.535 7.570 0.0 0.0 0.0
C -2.425 -3.378 7.972 0.0 0.1 0.0
C -2.450 -2.269 7.127 0.0 0.0 0.1
H -4.237 -1.767 4.713 0.0 0.0 0.0
H -4.314 -2.048 2.965 0.0 0.0 0.0
H -3.892 0.693 4.230 0.0 0.0 0.0
H -5.441 0.153 3.581 0.0 0.0 0.0
H -4.625 1.085 0.318 -0.1 -0.3 0.1
H -5.863 1.018 1.578 0.0 0.1 0.0
H -4.240 -0.823 -1.096 0.1 0.0 0.0
H -4.941 -3.066 -1.884 0.0 0.0 0.0
H -6.567 -4.389 -0.570 0.0 0.0 0.0
H -7.515 -3.440 1.517 0.0 0.0 0.0
H -6.824 -1.201 2.275 0.0 0.0 0.0
H -2.326 -0.262 5.450 0.0 0.0 0.0
H -0.809 -0.819 4.758 0.1 0.0 0.0
H -0.737 -3.503 4.500 0.0 0.0 0.1
H -0.662 -5.487 6.001 0.0 0.0 0.0
H -1.751 -5.399 8.225 0.0 0.0 0.0
H -2.910 -3.332 8.940 0.0 0.0 0.0
H -2.957 -1.361 7.440 0.0 0.0 0.0
Br 3.761 0.331 -1.680 0.0 0.0 0.0
C 4.274 1.608 -0.347 0.0 0.1 0.0
C 5.639 1.947 -0.380 -0.1 0.0 0.0
C 6.139 2.853 0.531 -0.1 0.0 0.1
C 5.287 3.425 1.480 0.0 -0.1 -0.1
C 3.904 3.094 1.532 0.0 0.0 0.0
C 3.062 3.684 2.495 -0.1 -0.1 0.0
C 1.692 3.396 2.542 0.1 0.1 0.0
C 1.148 2.520 1.621 0.1 0.0 0.1
C 1.943 1.880 0.650 -0.1 0.1 -0.1
C 3.337 2.143 0.579 0.1 0.1 -0.1
H 6.280 1.497 -1.128 0.0 0.0 0.0
H 7.191 3.121 0.502 0.0 0.0 0.0
H 5.667 4.140 2.204 0.0 0.0 0.0
H 3.508 4.372 3.208 0.0 0.0 0.0
H 1.058 3.850 3.299 0.0 0.0 0.0
H 0.086 2.300 1.664 0.0 0.0 0.0
Cl 2.106 6.876 -0.749 0.0 -0.1 0.0
C 1.724 5.182 -0.301 0.1 0.0 -0.1
Cl 0.865 4.339 -1.583 -0.1 0.1 -0.1
H 1.099 5.197 0.579 0.0 0.0 0.1
H 2.651 4.660 -0.105 0.1 0.0 0.0
C -2.633 -0.280 -5.873 -0.1 0.0 0.0
C -2.447 -1.628 -5.179 0.0 0.1 0.1
C -2.736 -1.639 -3.674 0.0 0.1 0.0
C -1.740 -0.888 -2.788 -0.2 0.2 -0.1
N -1.961 0.561 -2.779 0.2 -0.3 -0.3
C -1.016 1.436 -3.212 -0.3 -0.3 0.1
S 0.530 0.988 -3.687 0.1 0.2 -0.2
N -1.391 2.733 -3.234 0.0 0.1 -0.1
C -2.748 3.260 -3.210 0.1 0.0 0.0
C -2.889 4.414 -2.224 0.0 0.0 0.1
C -2.878 3.974 -0.762 -0.1 0.1 0.0
C -4.200 3.362 -0.309 0.0 0.2 -0.1
H -2.399 -0.359 -6.938 0.0 0.0 0.0
H -1.980 0.481 -5.454 0.1 0.0 0.0
H -3.667 0.068 -5.779 0.0 0.0 0.0
H -1.421 -1.974 -5.340 0.0 0.0 0.0
H -3.104 -2.361 -5.658 0.0 0.0 0.0
H -2.736 -2.680 -3.338 0.0 0.0 0.0
H -3.746 -1.248 -3.493 0.0 0.0 0.0
H -0.722 -1.076 -3.117 0.1 0.0 0.0
H -1.805 -1.234 -1.757 -0.1 0.0 0.0
H -2.463 0.871 -1.948 -0.2 0.0 0.0
H -0.668 3.335 -3.593 0.0 0.1 0.1
H -3.426 2.444 -2.968 0.0 0.0 0.0
H -3.010 3.607 -4.216 0.0 0.0 -0.1
H -3.817 4.952 -2.452 0.0 0.0 0.0
H -2.067 5.114 -2.401 0.0 0.0 0.0
H -2.643 4.837 -0.133 0.0 0.0 0.0
H -2.071 3.258 -0.592 0.0 0.1 0.0
H -5.013 4.093 -0.365 0.0 0.1 0.0
H -4.128 3.005 0.720 0.1 0.1 -0.1
H -4.480 2.503 -0.927 0.1 0.1 0.0
Te 0.118 -2.254 0.138 0.0 0.1 0.0